<one>
Below is H4N2OS in the gas phase, with properties calculated with ωB97M-V/def2-TZVPD.

Its frontier orbital gap is 10.2418 eV.

```
! wB97M-V def2-TZVPD RIJCOSX def2/J DEFGRID3
* xyz 0 1
N -0.093 -1.225 -0.018
N -0.127 1.232 -0.209
O -2.263 -0.093 -0.524
S -1.182 0.032 0.431
H -0.097 -2.025 0.598
H 0.839 1.012 -0.016
H -0.349 2.163 0.113
H -0.463 -1.482 -0.922
*
```

=====

<two>
Below is 2 unconnected molecules or ions with the total composition H4N2OS, with properties calculated with ωB97M-V/def2-TZVPD.

Its frontier orbital gap is 9.5067 eV.

```
! wB97M-V def2-TZVPD RIJCOSX def2/J DEFGRID3
* xyz 0 1
N 1.593 -1.634 -1.730
N -0.065 -0.337 -0.141
O -1.871 1.675 1.884
S 1.380 -0.896 -0.357
H 2.469 -2.042 -1.916
H -1.145 1.068 1.555
H -0.876 -0.415 -0.825
H -1.484 2.581 1.530
*
```

=====

Best to worst by energy: <one>, <two>.